Entry from OMol25: 14 unconnected molecules or ions with the total composition C4H35N2O15 (ωB97M-V/def2-TZVPD).

XYZ file:
```
56
Properties=species:S:1:pos:R:3:lowdin_charge:R:1
C 1.86497 0.66942 -0.79171 -0.159
C 0.67210 1.43849 -0.19183 -0.138
C -0.58368 0.80400 -0.94768 -0.284
N -1.70995 1.63688 -1.07021 -0.002
N 1.95441 -0.58691 0.05124 0.045
C 2.66792 -1.76389 -0.29786 -0.724
O 3.25705 -1.66861 -1.39867 -0.046
O 2.67403 -2.77678 0.47906 -0.068
H 1.98153 0.40921 -1.80736 0.069
H 2.75619 1.24224 -0.38987 0.124
H 0.54366 1.48739 0.88137 0.095
H 0.69150 2.44838 -0.56217 0.093
H -0.09157 0.59037 -1.89086 0.071
H -0.79013 -0.15055 -0.40068 0.112
H -1.53462 2.63832 -1.06631 0.082
H -2.66863 1.48688 -0.82311 0.025
H 1.61527 -0.60604 1.01659 0.102
H -0.24539 -2.11153 3.35409 0.075
H 0.86929 -1.06004 3.23823 0.020
O -0.08452 -1.15852 3.39478 -0.054
H 2.57230 -2.18799 1.89374 0.012
H 3.59566 -1.36146 2.80313 0.032
O 2.66633 -1.58139 2.72277 -0.117
H 1.84664 -1.07424 -2.52920 -0.011
H 1.30142 -2.29300 -3.25631 0.062
O 1.03217 -1.44396 -2.89514 -0.069
H 4.31172 -0.38761 1.05243 -0.002
H 4.90655 -0.44505 -0.27437 0.023
O 5.12940 -0.11831 0.60950 -0.066
H 0.66021 -4.46241 0.38998 0.006
H 2.13868 -4.65234 0.13958 0.010
O 1.26973 -4.89555 -0.21115 -0.090
H -1.08305 0.06785 2.67677 0.018
H -2.06026 0.16300 3.93351 0.070
O -1.86185 0.47976 3.05367 -0.061
H -2.53601 0.75304 -3.74408 0.015
H -2.56164 2.16319 -3.23430 0.004
O -2.43053 1.66612 -4.05174 -0.082
H 0.26655 -2.05387 -1.17204 -0.007
H -0.91288 -2.82636 -1.85074 0.035
O -0.56369 -2.53105 -1.00620 -0.077
H -3.10660 -0.72829 -1.59772 0.044
H -4.49175 -0.15341 -1.17478 0.035
O -3.96540 -0.41134 -1.98769 -0.110
H -3.09328 2.93600 1.56189 0.037
H -2.97469 2.85073 3.07004 0.018
O -3.57263 2.65075 2.34379 -0.068
H -0.51870 2.94698 4.28523 0.030
H -0.95449 1.83776 3.25973 -0.028
O -0.64702 2.76731 3.35240 -0.085
H -3.32643 0.76685 1.27253 0.021
H -4.78515 0.94073 0.92717 0.066
O -3.92727 0.76149 0.51398 -0.085
H 2.04630 2.28644 -3.91068 0.028
H 0.62365 1.97719 -3.62634 0.022
O 1.16665 2.62369 -4.11640 -0.066
```

The calculation puts the energy relative to the best compared isomer or geometry (same formula, charge and spin) at 43.7 kcal per mole. The calculation puts the frontier orbital gap at 8.297 eV. The total charge is -1.

---

Entry from OMol25: 13 unconnected molecules or ions with the total composition C4H35N3O12 (ωB97M-V/def2-TZVPD).

XYZ file:
```
54
Properties=species:S:1:pos:R:3:lowdin_charge:R:1
C 2.45288 -1.88141 -1.49155 -0.248
C 2.56204 -0.39057 -1.51661 -0.203
C 1.19681 0.23549 -1.39956 -0.354
C 0.37406 0.12386 -0.31933 -0.118
N -1.01644 0.46967 -0.20602 0.068
N 0.65963 0.59601 -2.76853 0.085
N 1.34174 -2.36700 -2.38513 0.006
H 2.28176 -2.08551 -0.38273 0.117
H 3.31209 -2.39713 -1.85579 0.094
H 3.17030 0.12037 -0.56421 0.155
H 3.16375 0.09250 -2.45317 0.154
H 0.80532 -0.16754 0.70280 0.119
H -1.19114 0.84565 0.70430 0.052
H -1.55768 0.81297 -0.99377 0.022
H 1.39212 1.03982 -3.23935 0.043
H -0.21051 1.12902 -2.72303 0.067
H 1.73917 -2.96060 -3.12131 0.090
H 0.92338 -1.59743 -2.85578 0.027
H -2.42720 -1.26270 -2.59630 0.054
H -1.34176 -0.56188 -3.15665 -0.007
O -2.28751 -0.52714 -3.30315 -0.108
H -1.16924 3.98013 0.24138 -0.008
H -2.07877 3.63120 -1.01414 0.018
O -1.49054 4.32575 -0.62309 -0.107
H 2.20912 2.73498 1.45494 -0.048
H 1.67917 2.04576 2.73487 0.028
O 1.68039 2.87005 2.22580 -0.054
H 0.35850 -2.11087 2.10377 0.062
H -0.60938 -2.89926 1.12132 -0.035
O -0.38084 -2.81001 2.03389 -0.079
H 2.07548 2.28934 -0.60006 0.020
H 2.92119 3.52831 -0.57046 0.079
O 2.75242 2.71346 -0.09078 -0.019
H -1.62439 2.67149 2.51830 0.049
H -0.36711 3.10813 1.97843 0.045
O -1.26884 2.86469 1.65952 -0.064
H -2.30860 -1.56364 2.98574 0.033
H -1.33932 -2.48023 3.58342 0.023
O -2.03420 -1.83952 3.87319 -0.093
H 0.37740 0.30807 4.83247 0.044
H -0.44509 -0.46820 3.68387 0.018
O 0.39639 -0.06264 3.96111 -0.046
H -2.17099 -2.61198 -0.91002 0.008
H -2.21613 -1.16593 -0.57591 -0.013
O -2.75672 -1.83992 -0.97903 -0.068
H -0.02817 -3.09928 -1.24930 0.042
H -0.65411 -4.22840 -0.42112 0.070
O -0.64592 -3.29201 -0.50953 -0.054
H 2.22844 -0.54787 2.99690 0.031
H 3.34279 -1.37825 2.15753 0.054
O 2.41513 -1.11324 2.21325 -0.078
H -3.41785 1.40133 -1.59310 0.075
H -2.92786 1.11868 -2.93294 0.053
O -2.64920 1.64810 -2.14271 -0.102
```

The calculation puts the energy relative to the best compared isomer or geometry (same formula, charge and spin) at 59.8 kcal per mole. The calculation puts the frontier orbital gap at 8.061 eV. The total charge is 0.

---

Entry from OMol25: 14 unconnected molecules or ions with the total composition C4H35O14 (ωB97M-V/def2-TZVPD).

XYZ file:
```
53
Properties=species:S:1:pos:R:3:lowdin_charge:R:1
C -1.69317 1.24013 0.77957 -0.195
O -0.90730 2.12208 1.62307 -0.069
C -1.02513 0.93076 -0.56562 -0.170
C -2.01778 0.96342 -1.74940 -0.240
C -1.43732 0.21803 -2.96962 -0.086
H -1.93482 0.36368 1.36235 0.120
H -2.58889 1.82067 0.55998 0.084
H -0.46270 -0.00972 -0.61731 0.110
H -0.25593 1.58298 -0.95508 0.085
H -2.22478 1.98532 -2.06554 0.108
H -2.97003 0.53344 -1.45933 0.087
H -1.66061 0.75821 -3.88331 0.066
H -1.95472 -0.72736 -3.09640 0.069
H -0.38792 0.02693 -2.82009 0.047
H -2.78098 -2.85557 1.45887 0.005
H -3.51953 -4.05784 0.72500 0.031
O -3.48756 -3.09504 0.82032 -0.089
H 1.91373 0.31851 -2.81253 0.024
H 2.70675 0.17447 -1.46373 -0.050
O 2.63508 -0.14527 -2.36133 -0.075
H 1.31493 -1.79601 0.18121 0.036
H 2.59898 -0.90790 0.59235 -0.001
O 2.17805 -1.85848 0.63117 -0.143
H 1.69948 -3.66321 0.11048 -0.005
H 0.98906 -3.56215 -1.23733 0.015
O 0.91669 -3.96969 -0.34592 -0.077
H -4.29884 1.00852 0.20000 -0.004
H -4.89174 1.07603 1.50784 0.049
O -4.67031 1.65415 0.77665 -0.043
H -1.98721 -3.89281 2.74804 0.033
H -1.06756 -2.78298 3.28519 -0.017
O -1.98615 -3.10668 3.32218 -0.095
H 1.91435 3.35345 0.66562 0.002
H -0.05326 1.78069 1.68113 0.020
O 2.07900 2.71906 1.39100 -0.145
H 0.83631 -1.52764 3.19752 0.065
H 1.02256 -2.49680 1.95024 0.016
O 0.53585 -2.41193 2.80611 -0.103
H 2.41596 0.19074 1.95039 0.002
H 2.40150 0.96126 3.19496 0.014
O 2.08302 0.13286 2.88636 -0.068
H 3.84293 0.70802 0.21721 0.023
H 2.32285 1.81055 0.96678 -0.010
O 2.89974 0.51242 0.19564 -0.346
H -0.29359 3.38851 0.41297 0.044
H 0.03744 4.84715 0.62375 0.066
O 0.24206 4.13672 -0.00499 -0.100
H 0.90755 3.50941 -1.79997 -0.011
H 1.99543 2.48142 -1.60012 0.045
O 1.53285 2.99668 -2.33158 -0.091
H 2.51607 -2.62991 -2.23923 0.003
H 2.13103 -2.07598 -3.52569 -0.002
O 1.88857 -2.73331 -2.91982 -0.031
```

The calculation puts the energy relative to the best compared isomer or geometry (same formula, charge and spin) at 0.0 kcal per mole. The calculation puts the frontier orbital gap at 9.807 eV. The total charge is -1.

---

Entry from OMol25: 14 unconnected molecules or ions with the total composition C4H36N2O14 (ωB97M-V/def2-TZVPD).

XYZ file:
```
56
Properties=species:S:1:pos:R:3:lowdin_charge:R:1
N -0.89549 0.76985 -1.87863 0.081
C -1.58347 0.12286 1.18549 -0.067
C -0.21587 0.15471 0.48841 -0.185
C -0.22451 -0.20540 -0.98278 -0.299
C 1.17559 -0.48638 -1.47063 -0.443
N 1.47181 -1.70504 -1.99350 0.198
O 2.14297 0.28822 -1.35895 0.014
H -0.25002 1.52094 -2.07186 0.052
H -1.66696 1.20972 -1.40089 0.083
H -1.34450 -0.12723 2.21800 0.071
H -2.40843 -0.44193 0.76461 0.064
H -1.92554 1.14476 1.37087 0.060
H 0.29547 1.10973 0.60267 0.095
H 0.47481 -0.53255 0.99829 0.073
H -0.81012 -1.08583 -1.28577 0.104
H 0.77893 -2.45746 -1.93157 0.067
H 2.40559 -2.05862 -2.06249 0.115
H 1.79954 -0.83947 4.52645 0.031
H 0.84826 0.24714 4.08758 -0.010
O 0.84902 -0.65092 4.49097 -0.089
H 2.32374 -3.20231 1.81381 0.068
H 1.12365 -3.06927 0.99522 0.034
O 2.06180 -2.79246 0.97781 -0.064
H -2.29061 -2.32398 -0.19912 -0.033
H -3.66478 -2.79634 -0.55860 0.051
O -2.99455 -2.86968 0.13999 -0.044
H -1.18779 -4.41667 -1.97770 0.064
H -1.16201 -3.45369 -0.79974 0.004
O -0.58418 -3.86854 -1.45841 -0.048
H -1.54605 4.36838 0.34818 0.034
H -0.53315 3.79180 1.24237 -0.004
O -1.42006 3.55991 0.86178 -0.087
H 1.85244 4.61789 1.55188 0.077
H 1.51048 3.23091 1.35584 0.015
O 1.11529 4.02640 1.74282 -0.074
H -3.37345 -0.99930 -2.08188 0.033
H -3.16651 -1.73828 -3.46600 0.060
O -2.94874 -1.72371 -2.51696 -0.057
H 3.07397 -0.11551 2.26954 0.055
H 2.32998 -1.11748 1.42686 0.010
O 2.18501 -0.30937 1.97002 -0.081
H 1.98529 3.35294 -1.12904 0.025
H 2.43442 1.89056 -0.75001 0.016
O 2.26740 2.79733 -0.38633 -0.086
H -0.76829 -1.12345 -4.29765 0.022
H -1.66397 0.04245 -3.84268 -0.005
O -1.52980 -0.60613 -4.53672 -0.069
H 0.59001 2.92998 3.77557 0.060
H 0.93039 1.97639 2.55890 0.004
O 0.81452 2.03277 3.50676 -0.041
H 0.41409 3.13387 -3.10858 0.027
H 1.85056 2.70041 -3.60083 0.048
O 1.31156 3.42829 -3.29002 -0.038
H -0.43238 -2.27475 3.03753 0.043
H -1.29646 -2.27293 1.91251 0.015
O -0.52888 -2.78352 2.21663 -0.049
```

The calculation puts the energy relative to the best compared isomer or geometry (same formula, charge and spin) at 66.9 kcal per mole. The calculation puts the frontier orbital gap at 10.267 eV. The total charge is 0.

---

Entry from OMol25: 14 unconnected molecules or ions with the total composition C4H36O16S (ωB97M-V/def2-TZVPD).

XYZ file:
```
57
Properties=species:S:1:pos:R:3:lowdin_charge:R:1
O 1.47235 0.50114 -0.32236 0.008
C 2.54863 0.98654 0.47560 -0.672
O 2.05856 2.10697 1.19896 0.036
C 2.94498 -0.10841 1.46213 -0.092
C 3.80951 -1.15460 0.71833 -0.264
C 4.39825 -2.24981 1.62309 -0.560
S 4.84386 -3.67556 0.56695 0.696
H 1.18649 1.98539 1.59073 0.089
H 3.63094 0.39368 2.15037 0.131
H 2.05130 -0.35053 2.04582 0.122
H 4.59540 -0.56012 0.27273 0.112
H 3.10191 -1.62787 0.03688 0.102
H 5.22746 -1.74966 2.13143 0.078
H 3.74122 -2.64696 2.38462 0.060
H 5.61058 -2.96531 -0.28216 -0.136
H -3.85006 0.59370 1.74504 0.036
H -3.76188 -0.57537 2.94867 0.050
O -3.30543 0.01033 2.31453 -0.076
H 0.20406 -1.60943 -2.23440 0.046
H 0.10083 -0.08239 -2.42092 0.003
O 0.29426 -0.88850 -2.88365 -0.037
H -2.28897 3.56862 -3.57699 0.020
H -0.73583 3.79858 -3.40432 -0.006
O -1.46546 3.73435 -4.02306 -0.050
H -1.10096 -2.00947 0.13155 0.037
H -0.12056 -0.94368 -0.22560 0.006
O -0.38544 -1.84674 -0.49546 -0.075
H -1.60860 1.56881 -2.66526 0.029
H -1.96979 1.64138 -1.15281 0.009
O -2.27690 1.33038 -2.01257 -0.031
H 3.55340 2.43568 -0.35834 0.126
H 1.77699 0.55780 -1.24106 0.102
O 3.52345 1.47776 -0.33844 0.093
H -4.40730 -2.84879 2.74075 0.075
H -3.21617 -2.76487 3.65399 0.022
O -4.04307 -2.32420 3.47123 -0.034
H -4.36286 -0.09012 0.05896 0.028
H -4.25348 1.25701 -0.26454 0.025
O -4.85980 0.74504 0.27279 -0.070
H -0.21025 2.62242 -1.55971 -0.010
H 1.24706 2.80122 -1.95155 0.034
O 0.40017 2.62036 -2.31045 -0.035
H -0.79825 -3.66313 2.76701 0.039
H -0.38938 -4.46147 3.93964 0.037
O -1.18453 -4.14972 3.51185 -0.043
H 0.39675 -0.40866 -4.46237 -0.028
H 0.89945 0.83319 -5.18017 0.025
O 0.65240 -0.09126 -5.36083 -0.099
H -2.43960 -0.23611 0.38726 -0.001
H -2.39633 -0.52556 -1.11131 0.059
O -2.83631 -0.81949 -0.28430 -0.079
H -0.20696 -0.57279 1.73379 0.036
H -1.80655 0.22771 1.89004 0.020
O -0.90064 0.04113 1.49441 -0.100
H -1.25987 4.13660 0.19062 0.081
H -0.65926 2.74914 0.42845 0.059
O -1.16979 3.27567 -0.21553 -0.027
```

The calculation puts the frontier orbital gap at 8.818 eV. The total charge is 0.

---

no.,E (eV),LUMO energy (eV)
1,-38411.540,2.1
2,-33756.114,0.1
3,-33383.715,2.7
4,-36378.500,0.1
5,-48327.369,-0.5